The following is a DFT calculation (wB97M-V/def2-TZVPD) of C13H9Cl2FN4O2S in the gas phase in a non-equilibrium geometry.

XYZ file:
```
32
Properties=species:S:1:pos:R:3:forces:R:3
C -2.965 -2.093 4.328 0.238 -0.191 0.477
O -3.497 -1.219 3.345 0.342 -0.184 -0.737
C -2.810 -1.104 2.182 0.915 -0.652 1.088
C -3.208 -0.080 1.370 -1.429 1.408 -0.052
C -2.536 0.086 0.191 0.469 -1.129 1.289
Cl -3.085 1.369 -0.800 0.414 0.037 -0.715
N -1.516 -0.703 -0.097 0.922 0.889 -1.690
C -1.102 -1.593 0.788 -2.444 1.023 0.505
N -0.073 -2.426 0.551 1.412 1.519 -1.214
C 0.765 -2.360 -0.529 0.905 -2.192 -0.863
S 1.277 -3.860 -1.056 0.169 0.876 -0.193
N 1.181 -1.206 -1.217 -0.757 -0.168 1.535
C 1.575 -0.032 -0.632 -0.384 1.084 2.489
O 1.570 0.115 0.589 -0.168 -0.647 -0.900
C 1.979 1.164 -1.436 -0.236 -0.445 -0.398
C 2.257 2.372 -0.767 0.622 0.678 -0.192
C 2.674 3.514 -1.467 -0.094 -0.307 0.129
C 2.807 3.436 -2.851 -0.084 -0.621 -0.047
Cl 3.416 4.848 -3.697 -0.287 -0.618 0.097
C 2.507 2.246 -3.543 0.168 0.726 0.898
C 2.074 1.131 -2.822 0.491 1.508 -0.336
F 1.771 0.026 -3.532 0.097 0.019 0.134
N -1.743 -1.864 1.909 -1.199 0.091 1.593
H -1.925 -1.832 4.532 -0.021 -0.193 -0.063
H -3.052 -3.136 4.032 0.157 -0.032 -0.171
H -3.542 -1.963 5.245 -0.095 0.217 -0.246
H -3.999 0.609 1.682 0.276 -0.481 -0.162
H -0.030 -3.256 1.108 0.034 -0.305 0.034
H 1.392 -1.338 -2.171 0.210 -0.424 -0.981
H 2.240 2.458 0.327 -0.269 -0.512 -0.587
H 2.937 4.460 -0.965 -0.263 -0.725 -0.168
H 2.660 2.228 -4.598 -0.109 -0.250 -0.553
```
Positions in Å, forces in eV/Å.

Computed properties:
SMILES	COc1cc(Cl)nc(NC(=S)NC(=O)c2ccc(Cl)cc2F)n1
relative energy (zero: lowest compared OMol25 entry of this formula, charge and spin)	0.0	kcal/mol
gap between HOMO and LUMO	8.059	eV

The following is a DFT calculation (wB97M-V/def2-TZVPD) of C13H9FO2 in the gas phase in a non-equilibrium geometry.

XYZ file:
```
25
Properties=species:S:1:pos:R:3:forces:R:3
C -3.266 -3.681 -1.707 2.467 1.318 0.758
C -2.044 -3.150 -1.348 -1.217 -1.398 -0.299
C -1.822 -1.715 -0.935 -0.240 0.092 -0.187
O -2.776 -0.975 -0.927 -0.497 0.441 0.107
C -0.472 -1.145 -0.562 1.229 -0.494 0.500
C 0.726 -1.868 -0.778 -0.574 0.834 0.083
C 1.958 -1.311 -0.454 1.118 0.732 0.234
C 2.112 -0.037 0.135 -2.609 -0.520 -0.543
F 3.352 0.390 0.443 -0.819 0.081 -0.164
C 0.899 0.730 0.346 0.296 -0.283 0.071
C 0.886 2.115 0.884 1.142 0.646 0.178
C 1.920 2.937 1.252 0.249 0.017 0.698
C 1.358 4.117 1.849 -1.224 -0.621 -0.598
C -0.006 4.006 1.688 2.966 -1.269 0.165
O -0.286 2.777 1.126 -0.683 0.334 0.052
C -0.350 0.126 0.038 1.072 -0.352 -0.634
H -3.318 -4.727 -1.968 -0.018 -0.070 0.005
H -4.178 -3.103 -1.737 0.069 0.195 0.007
H -1.208 -3.862 -1.305 -0.280 0.455 -0.080
H 0.699 -2.843 -1.245 0.060 0.034 0.019
H 2.891 -1.825 -0.713 -0.421 -0.005 0.251
H 2.987 2.742 1.224 -0.358 -0.239 -0.136
H 1.870 4.883 2.413 -0.004 0.063 -0.384
H -0.715 4.688 2.070 -1.257 -0.050 -0.141
H -1.215 0.731 0.212 -0.467 0.060 0.037
```
Positions in Å, forces in eV/Å.

Computed properties:
SMILES	C=CC(=O)c1ccc(F)c(-c2ccco2)c1
relative energy (zero: lowest compared OMol25 entry of this formula, charge and spin)	18.3	kcal/mol
gap between HOMO and LUMO	7.974	eV

The following is a DFT calculation (wB97M-V/def2-TZVPD) of a molecular structure, C13H9MoN2O2S7 in a non-equilibrium geometry.

XYZ file:
```
34
Properties=species:S:1:pos:R:3:forces:R:3
Mo -1.131 -0.056 0.462 0.624 -0.593 -0.565
S -4.951 -2.897 0.580 -0.124 -0.091 0.072
C -3.580 -2.452 1.305 -0.054 -0.035 -0.058
S -2.037 -3.145 0.877 0.124 -0.024 0.156
C -1.013 -1.918 1.668 -0.479 0.095 0.020
C -1.766 -0.927 2.350 0.232 0.413 0.148
S -1.027 0.650 2.722 -0.501 -0.701 -0.417
S -3.503 -1.220 2.548 0.165 -0.005 0.105
S 0.693 -2.254 1.862 0.103 0.157 -0.002
O 1.591 1.965 0.756 0.196 0.007 -0.100
C 2.456 1.040 0.241 -0.089 0.151 0.069
C 3.765 1.533 0.238 0.016 -0.006 -0.013
C 4.824 0.801 -0.240 -0.038 -0.035 -0.006
C 4.609 -0.484 -0.734 0.015 0.036 0.010
C 3.334 -0.990 -0.727 -0.011 -0.029 -0.004
C 2.226 -0.252 -0.252 -0.136 0.117 -0.087
C 0.983 -1.095 -0.410 0.693 0.071 -0.388
O 1.064 -2.335 0.233 0.079 0.053 0.254
N 0.248 -1.232 -1.476 -0.669 -0.734 1.406
N -0.407 -0.571 -2.361 0.076 0.973 -0.451
C -1.317 0.207 -1.565 0.129 0.038 -0.972
S -1.015 1.913 -1.330 -0.254 0.013 0.347
C -2.780 2.355 -1.159 0.043 -0.108 0.047
C -3.504 1.146 -0.577 0.188 0.702 0.528
S -2.978 -0.388 -1.412 0.228 0.185 0.441
H 0.669 1.727 0.871 -0.018 -0.492 -0.111
H 3.907 2.528 0.637 0.009 0.002 -0.004
H 5.818 1.225 -0.224 0.004 -0.006 -0.001
H 5.424 -1.081 -1.116 0.003 0.003 0.003
H 3.159 -1.991 -1.099 0.003 0.001 -0.004
H -3.151 2.661 -2.135 -0.004 -0.068 -0.030
H -2.844 3.191 -0.463 -0.020 0.040 -0.048
H -4.581 1.308 -0.545 -0.067 -0.364 -0.309
H -3.186 1.040 0.475 -0.462 0.235 -0.034
```
Positions in Å, forces in eV/Å.

Computed properties:
relative energy (zero: lowest compared OMol25 entry of this formula, charge and spin)	72.8	kcal/mol
charge	+1
2S+1	3
gap between HOMO and LUMO (spin up / spin down)	6.923 / 6.851	eV

The following is a DFT calculation (wB97M-V/def2-TZVPD) of C13H9NOS in the gas phase.

XYZ file:
```
25
Properties=species:S:1:pos:R:3:forces:R:3
N -1.296 -1.150 2.284 0.434 -0.446 0.377
C -2.027 -0.394 1.828 -0.198 0.094 0.012
S -3.124 0.706 1.195 -0.326 0.236 -0.363
C -3.138 0.115 -0.548 -0.062 0.161 0.146
C -1.834 0.566 -1.194 -0.443 -0.107 -0.069
O -1.804 1.547 -1.896 0.025 0.006 0.025
C -0.655 -0.245 -0.815 0.467 -0.334 -0.180
C -0.684 -1.611 -0.987 -0.146 0.516 -0.070
C 0.413 -2.403 -0.634 0.305 -0.104 0.095
C 1.525 -1.830 -0.085 -0.201 -0.166 -0.107
C 1.597 -0.436 0.112 -0.219 0.227 -0.088
C 2.736 0.167 0.685 0.107 0.162 0.073
C 2.794 1.518 0.873 0.174 -0.240 0.030
C 1.711 2.327 0.495 -0.265 0.022 -0.078
C 0.591 1.774 -0.061 0.080 0.305 0.062
C 0.502 0.383 -0.273 0.132 -0.249 0.029
H -3.270 -0.965 -0.537 -0.036 0.054 -0.026
H -3.990 0.613 -1.010 0.068 -0.017 0.013
H -1.547 -2.084 -1.432 -0.117 -0.030 0.031
H 0.364 -3.470 -0.792 0.033 -0.088 0.003
H 2.369 -2.438 0.207 0.075 -0.073 0.032
H 3.562 -0.466 0.977 0.088 -0.049 0.036
H 3.668 1.973 1.314 0.084 -0.003 0.034
H 1.767 3.394 0.648 -0.028 0.086 0.002
H -0.231 2.410 -0.353 -0.030 0.038 -0.020
```
Positions in Å, forces in eV/Å.

Computed properties:
SMILES	N#CSCC(=O)c1cccc2ccccc12
relative energy (zero: lowest compared OMol25 entry of this formula, charge and spin)	0.0	kcal/mol
gap between HOMO and LUMO	8.421	eV